Entry 1:
DFT (ωB97M-V with the def2-TZVPD basis set) results for a structure of composition C24H39N12OSW.

Computed properties:
LUMO (spin up / spin down)	-8.49 / -8.49	eV
frontier orbital gap (spin up / spin down)	6.9 / 6.9	eV
M	727.6	g mol⁻¹
charge	+3
multiplicity	1

Structure (XYZ):
```
78
Properties=species:S:1:pos:R:3:forces:R:3:lowdin_charge:R:1
C 0.45631 -3.40915 3.62760 0.012 0.003 0.007 0.021
N -1.00174 1.74006 -1.36426 0.244 -0.005 -0.228 0.023
C 0.16392 -0.03734 5.20800 -0.005 -0.004 0.008 -0.045
C -3.18567 -3.19167 -3.08576 -0.212 0.025 -0.181 -0.021
H -1.14420 -3.62770 -1.76938 0.031 0.059 0.047 0.132
N 0.17122 0.18906 3.74695 0.000 0.005 -0.009 -0.034
H -3.10368 -2.13284 -5.49548 -0.008 -0.015 0.000 0.136
N 0.34200 -1.99316 3.93653 -0.013 0.004 -0.004 -0.059
H -4.66266 -1.89263 2.97624 0.006 -0.008 0.002 0.135
C 0.26686 1.55938 3.23640 -0.001 0.001 0.015 0.007
H -1.20524 7.12482 -2.09922 -0.003 -0.001 0.002 0.147
H -5.24970 0.35020 2.06923 -0.001 0.000 0.001 0.130
C -2.45334 5.01335 -4.23792 -0.006 0.005 -0.002 -0.172
W -0.14550 -0.01869 -0.69646 -0.739 0.135 0.534 1.295
H 0.55902 -3.01858 -0.15122 0.004 0.004 -0.006 0.136
H 0.00844 0.69980 -5.30500 0.026 -0.026 -0.008 0.104
N 2.36047 0.29279 1.04214 -0.010 -0.009 -0.031 0.006
H 1.37352 -1.88348 1.53594 0.010 -0.002 0.020 0.156
H -2.07198 -3.56230 -5.69834 0.005 0.008 -0.021 0.143
H 4.68043 0.42894 -1.18450 -0.003 -0.013 -0.006 0.105
C 0.07016 -1.56144 5.31874 0.002 0.004 -0.003 -0.047
N -1.99508 3.83075 -2.15328 0.043 0.042 0.044 -0.038
H 0.80866 -1.98805 5.99447 -0.002 -0.001 0.002 0.144
N -0.71266 -0.97368 -4.35906 -0.081 -0.046 0.206 -0.067
H -0.39786 1.69988 2.39021 -0.003 0.006 0.002 0.073
N 0.99431 0.05816 0.88989 0.083 0.013 0.072 -0.311
C -2.71929 -1.90428 2.05343 -0.013 0.013 0.042 0.032
C 0.20857 0.14180 -4.39110 0.032 0.021 0.079 -0.048
C -0.49316 -2.84297 0.07748 -0.045 0.025 -0.132 -0.123
H 1.24937 -0.17782 -4.40502 0.070 -0.020 0.039 0.083
N -2.18561 0.04129 0.76038 0.048 -0.246 -0.349 0.060
H -3.94652 -3.38844 -3.83670 0.006 -0.006 -0.026 0.106
H -2.43381 -2.88410 2.41274 0.005 0.000 -0.001 0.125
C -2.92998 3.90528 -3.31197 0.005 -0.010 0.007 -0.060
H -1.25403 -0.94195 -6.39887 0.001 0.001 0.000 0.137
H -2.98125 -4.12631 -2.56844 -0.074 0.008 -0.056 0.099
H 1.08726 0.36071 5.63070 0.003 0.000 -0.004 0.148
C -1.18518 -1.69155 -3.32693 0.038 0.257 0.180 -0.303
H -0.10303 -2.21037 -5.94418 -0.001 -0.001 -0.001 0.144
H 0.75662 -3.56427 2.59525 -0.006 0.000 -0.005 0.084
H -2.36939 -2.68723 -0.92300 0.168 0.005 0.114 0.097
C -4.29214 -0.10130 1.85167 0.027 -0.018 0.019 -0.002
H 4.82906 0.71665 0.51471 0.010 -0.004 -0.007 0.125
H -0.68038 0.47731 5.66049 0.002 0.002 0.000 0.140
H -3.91956 4.13743 -2.91712 -0.001 0.002 -0.001 0.143
C 0.34545 -0.95401 3.12024 -0.011 -0.015 0.005 -0.159
N -0.92118 -1.51359 -2.00062 -0.133 -0.287 -0.002 -0.091
H -3.59369 -2.46047 -2.38787 -0.067 -0.025 -0.132 0.097
H -0.49383 -3.91392 3.81068 0.000 -0.002 -0.001 0.106
S 1.97581 -0.19919 -1.54358 -0.054 0.162 -0.377 0.708
C -1.68361 5.12839 -1.47939 -0.023 -0.016 -0.027 -0.056
H -0.34720 5.86557 -3.01075 -0.001 -0.001 -0.003 0.139
H -0.92035 -1.90671 5.61964 -0.002 -0.001 -0.001 0.140
H -3.60240 1.53481 0.62475 -0.005 -0.015 -0.022 0.123
C -3.96003 -1.35065 2.35703 -0.006 0.028 -0.011 0.008
H 1.28992 1.79190 2.94587 -0.001 -0.001 -0.004 0.095
C 0.59612 -1.11974 1.63127 0.029 0.010 -0.095 -0.223
N -2.00850 -2.66564 -3.78239 -0.059 -0.168 -0.166 -0.072
H 1.21227 -3.85504 4.27241 0.000 0.002 0.001 0.117
H -2.95055 2.93716 -3.80948 0.002 -0.001 -0.003 0.134
C -3.38019 0.56307 1.04688 0.036 0.122 0.019 -0.073
H -0.87673 -3.67452 0.67261 0.042 0.011 0.043 0.134
N 4.25392 0.47728 -0.27656 -0.022 0.017 0.011 0.120
C -1.30426 6.13912 -2.54970 0.006 0.005 0.008 -0.169
H -2.58548 5.44588 -0.95518 0.001 0.002 0.002 0.143
O -2.31987 6.21898 -3.52309 0.002 -0.001 -0.013 -0.094
C -0.99123 -1.66007 -5.62544 0.051 0.003 -0.008 -0.079
C -1.88335 -1.15224 1.26009 0.031 0.072 -0.071 -0.320
C -1.31327 -2.71541 -1.19635 0.247 0.026 0.206 -0.207
C -2.13639 -2.57569 -5.24673 -0.042 -0.027 0.030 -0.082
C 2.94939 0.24635 -0.10478 0.031 0.039 0.006 -0.751
H -0.04215 2.21827 4.04371 0.002 0.002 -0.003 0.106
H -0.87666 4.96667 -0.76710 0.001 0.007 0.001 0.138
H -3.19349 5.17688 -5.01889 -0.001 0.001 0.000 0.146
H -1.50109 4.73543 -4.70703 0.003 0.000 0.001 0.137
N -0.57326 -1.54667 0.79853 0.159 -0.212 0.116 -0.150
H 0.03328 0.80136 -3.54980 0.077 0.023 0.098 0.026
C -1.48373 2.73468 -1.75008 0.049 0.030 0.032 -0.174
```
Positions in Å, forces in eV/Å.

---

Entry 2:
DFT (ωB97M-V with the def2-TZVPD basis set) results for a cluster of 5 separate species, C24H39NO10 in total in a non-equilibrium geometry.

Computed properties:
LUMO	2.68	eV
frontier orbital gap	1.4	eV
M	501.6	g mol⁻¹
charge	-2
multiplicity	1

Structure (XYZ):
```
74
Properties=species:S:1:pos:R:3:forces:R:3:lowdin_charge:R:1
H -3.70545 0.70321 -3.58513 -0.072 -0.105 -0.018 0.067
H -4.63646 -1.46714 -2.57152 0.070 0.119 0.040 0.108
O -3.96102 -3.13183 -4.77059 -0.981 0.568 -2.188 0.088
H 1.34556 -1.43459 0.37582 -0.071 -0.136 0.245 0.077
H -5.05892 1.87279 -1.79600 -0.026 -0.133 0.053 0.095
O 5.45485 4.92883 6.18933 1.952 -0.993 -0.018 0.058
C -1.39063 0.71678 2.55345 2.254 1.400 2.758 -0.094
C -5.75435 -1.79048 -7.56000 0.023 -0.141 -0.057 -0.231
O -5.41285 -2.28340 -6.25174 -0.037 0.304 0.422 -0.007
H -5.70779 0.26336 -2.20858 0.174 0.068 -0.163 0.063
H 0.65469 1.82734 6.41020 -1.184 -0.770 -2.461 0.079
C 3.01450 0.60127 3.89852 -0.711 -2.500 1.240 -0.607
H 1.95328 3.92525 3.38811 0.186 -2.168 0.828 0.080
H -5.61955 -3.70178 -8.58240 -0.027 0.157 -0.048 0.067
C 8.80262 2.54400 4.73247 -0.181 -0.089 -0.269 -0.077
H -0.84273 -3.15427 -0.90999 0.046 0.232 -0.315 0.112
H -3.23832 -0.72075 -4.53537 0.029 0.043 0.189 0.058
N 3.09792 1.97343 3.19949 -2.055 -1.590 1.598 -0.139
H 5.44901 2.48651 4.74005 -0.405 -0.111 -0.008 0.087
C 0.12362 -2.63984 -0.95489 0.082 0.021 0.715 -0.237
H 4.73417 2.48070 6.37468 -0.023 -0.005 -0.572 0.086
C 6.20920 3.96862 6.06396 -2.052 0.262 -0.212 -0.507
H 2.73419 -0.51416 -1.52820 -0.064 -0.144 0.015 0.111
H -3.00966 -0.42420 4.04398 2.174 1.353 -0.223 0.040
H 7.90750 2.11574 4.27191 0.101 -0.012 0.162 0.079
C -3.59819 -1.14429 -2.44856 0.050 0.053 -0.193 -0.232
H -3.56216 -4.39431 -7.28305 0.021 0.131 0.035 0.097
H 6.31806 1.79046 6.13352 0.097 -0.062 -0.177 0.067
C -1.27993 0.61274 5.42327 1.977 1.534 -3.352 -0.117
O 7.55110 4.14567 6.07160 0.831 0.682 0.408 -0.030
O -3.39542 -0.53061 -1.16272 -0.121 -0.046 0.578 -0.002
C -0.00146 1.64356 2.49211 -2.931 -2.270 4.429 -0.018
H -7.20847 -3.34152 -7.92566 0.089 0.171 -0.059 0.084
H -4.89843 -1.29752 -8.03091 -0.016 -0.155 0.079 0.115
H -1.68556 0.29304 6.48399 0.666 0.507 -2.506 0.045
C -2.01938 0.20378 3.99859 3.263 2.336 0.333 -0.128
C 5.66220 2.59452 5.80693 0.081 0.044 0.763 -0.009
C 0.39485 -1.97580 0.37998 0.131 0.210 -0.112 -0.046
O 2.52718 -0.62985 3.23689 2.499 5.686 2.230 -0.376
H -2.08437 0.04712 -3.41954 -0.099 -0.201 -0.006 0.081
H -6.64806 -2.50365 -9.39202 0.022 -0.013 0.094 0.079
H 8.20195 2.29622 6.81854 -0.116 0.047 -0.183 0.111
H 9.43305 3.51120 6.53566 -0.252 0.199 -0.009 0.109
H -2.30902 -3.25574 -6.72062 -0.241 -0.209 0.106 0.100
O 0.87387 -0.43831 -3.67269 -0.223 -1.081 1.278 0.049
H 0.86680 -3.40275 -1.20588 0.063 0.149 -0.101 0.106
O -4.09944 0.67206 0.59210 -0.260 -0.910 -2.267 0.076
C 8.51568 3.07877 6.12102 -0.325 0.056 -0.190 -0.250
H -3.42821 -2.74921 -7.95922 -0.162 -0.123 -0.077 0.068
H -0.38505 -1.24126 0.60688 0.096 -0.204 0.019 0.067
O 3.36225 0.54417 5.20353 -1.139 0.223 -4.436 -0.257
C 2.44854 -1.36317 -2.15503 0.397 -0.483 -0.247 0.007
C -3.13409 -0.22946 -3.56395 0.133 0.339 -0.052 -0.053
H -2.98957 -2.05534 -2.45504 -0.082 0.289 0.232 0.113
H 3.13457 -1.43299 -3.00416 -0.149 0.281 0.079 0.084
H 0.42335 -2.71831 1.18231 0.044 0.160 -0.045 0.093
C -4.26455 0.32329 -0.57317 0.625 0.526 1.631 -0.497
C 0.67276 1.99909 3.95316 -1.426 -0.075 0.126 -0.130
H 9.57619 1.77185 4.76791 -0.023 0.039 0.017 0.071
C 1.06130 -1.14112 -2.68390 -0.311 0.730 -0.449 -0.506
C -3.34678 -3.34714 -7.05414 0.560 0.343 -0.239 0.009
C -4.24411 -2.89106 -5.94049 0.490 -0.681 1.681 -0.500
C 2.08980 2.88349 3.93191 0.385 -1.685 0.023 -0.350
O 0.01280 -1.66004 -2.00314 0.009 0.246 -1.138 -0.021
H -6.51226 -1.01380 -7.40892 0.209 -0.177 0.259 0.124
H -6.24601 1.05091 -0.74797 0.292 0.180 0.014 0.088
C 0.09706 1.52733 5.41447 -2.658 -1.427 -4.118 -0.045
C -5.37665 0.90619 -1.39590 -0.715 -0.164 -0.085 -0.003
H -1.90557 0.46312 1.51458 0.990 0.476 2.685 0.041
H 2.56420 -2.28846 -1.59486 -0.092 0.175 0.244 0.070
H 9.14028 3.35143 4.07421 0.029 -0.059 0.168 0.077
H 0.42774 1.97366 1.44768 -0.716 -0.720 2.621 0.080
H 2.46268 3.11066 5.04156 -1.201 -0.408 -1.776 0.075
C -6.33887 -2.89403 -8.41842 0.009 -0.286 -0.029 -0.073
```
Positions in Å, forces in eV/Å.

---

Entry 3:
DFT (ωB97M-V with the def2-TZVPD basis set) results for a structure of composition C24H40BFeN8 in a non-equilibrium geometry.

Computed properties:
LUMO (spin up / spin down)	-2.78 / -3.25	eV
frontier orbital gap (spin up / spin down)	8.4 / 7.9	eV
<S²>	6.01
M	507.3	g mol⁻¹
charge	+1
multiplicity	5

Structure (XYZ):
```
74
Properties=species:S:1:pos:R:3:forces:R:3:lowdin_charge:R:1
H 1.59954 4.18350 -2.94686 -0.047 -0.012 0.020 0.144
H -2.94185 2.18998 3.21157 -0.030 0.081 -0.081 0.130
H 2.49298 3.90929 -0.59616 0.039 -0.044 0.076 0.091
C 0.68532 -3.44496 2.45718 -0.053 0.239 -0.165 -0.125
H 3.09304 1.63782 4.62840 0.016 0.000 0.048 0.085
N -1.57915 2.76601 -0.46649 -0.312 0.305 0.059 -0.014
H -3.29445 -2.41713 -3.98692 -0.037 -0.001 -0.036 0.078
H -0.76633 5.34556 -2.27166 -0.007 0.043 0.015 0.111
N -1.62663 1.54271 1.69373 -0.275 -0.010 0.231 -0.018
C 0.09403 3.38092 -1.69978 -0.171 0.235 -0.031 -0.269
H -0.08221 -3.90109 3.08584 -0.012 0.067 0.041 0.134
H 1.50806 1.34573 5.34028 -0.004 0.041 0.052 0.083
N 1.20690 -1.55258 0.95816 -0.146 0.827 -0.853 -0.033
H -2.80991 4.46426 -0.67398 -0.060 -0.053 0.030 0.130
H 1.43590 -2.60433 -0.84226 0.065 0.025 0.044 0.080
C -2.33323 -1.03481 -1.79657 -0.272 -0.074 -0.034 -0.277
C -0.13372 -1.52512 -2.91848 -0.272 0.113 0.019 -0.063
N -0.33927 1.15066 1.63655 0.626 -0.333 -0.583 0.042
H 0.12791 -4.53831 -0.51926 -0.018 -0.046 -0.017 0.117
C -2.28636 -2.01964 -4.08025 0.067 -0.056 0.111 -0.050
C 0.11426 -2.24227 1.68831 -0.284 -0.227 0.305 -0.293
N -1.74004 -0.12185 -1.02581 1.125 0.013 0.060 0.041
H -4.81043 0.47310 -0.29802 -0.002 0.083 0.007 0.130
H 2.42814 2.15130 -0.81843 0.111 0.035 0.038 0.040
C -0.15235 -4.34677 0.51655 -0.002 0.068 0.019 -0.143
C 2.23371 -3.85084 0.71439 -0.169 0.334 -0.124 -0.159
C 2.52278 1.41983 2.04272 -0.174 -0.053 0.203 -0.067
H -3.46492 2.37337 0.69901 -0.137 0.037 0.066 0.125
C -1.94956 1.86388 2.95286 0.168 -0.061 0.107 -0.038
C 1.42852 3.26806 -2.37760 0.014 -0.327 0.174 -0.355
H 1.74302 -0.08655 3.38552 0.012 0.019 0.035 0.126
H 2.21783 0.95535 1.09915 0.196 0.021 -0.019 0.014
C -0.82891 -2.95787 0.71717 0.199 0.028 0.011 -0.101
C -3.71952 -0.96291 -1.61605 0.060 0.043 0.056 0.012
C 2.02099 1.74060 4.46510 -0.005 -0.221 -0.014 -0.061
H -1.60562 -2.95988 -2.28093 0.038 0.008 -0.005 0.137
C -1.88414 3.98215 -0.93513 0.185 0.058 -0.130 -0.034
C -1.58654 -1.95512 -2.71848 0.152 0.049 -0.052 -0.360
C -0.84191 4.41801 -1.73312 0.057 -0.054 -0.015 0.016
H 0.39148 -1.40035 -1.96041 0.068 -0.071 -0.085 0.016
H 0.40371 -2.26989 -3.50335 0.110 0.004 0.063 0.099
H 0.65403 2.17473 -4.08870 -0.045 -0.113 -0.003 0.093
H 1.83305 -1.16882 1.66083 0.000 0.058 -0.078 0.083
H -1.72862 -2.66413 -4.75902 -0.017 -0.026 -0.026 0.086
H 1.25407 1.14607 -2.77103 0.058 -0.015 -0.120 0.038
H -0.95767 -2.39632 -0.20723 -0.036 -0.107 0.095 0.065
H 2.39535 1.99030 -3.84080 0.022 -0.105 0.018 0.090
H 3.03304 -3.80729 1.45704 -0.007 0.009 -0.004 0.122
N -0.37113 2.39884 -0.92615 0.938 -0.918 -0.187 0.037
H -2.34640 -1.02364 -4.51932 -0.020 0.017 -0.029 0.094
C 0.16862 1.25376 2.86923 -0.175 0.000 0.144 -0.266
H -0.81518 -5.14938 0.84075 -0.022 0.024 -0.059 0.120
N -2.70654 0.55770 -0.37856 -0.477 -0.058 0.149 -0.015
C 2.54076 3.11111 -1.33575 -0.136 0.194 -0.213 -0.054
H 3.55957 1.15685 2.25027 0.023 -0.044 -0.086 0.094
H -0.38370 -1.51060 2.32595 -0.014 0.044 -0.116 0.134
H 2.55020 -4.55132 -0.06022 -0.004 0.037 -0.025 0.126
H -4.47534 -1.56842 -2.08154 -0.039 0.008 -0.030 0.110
B -2.43810 1.84396 0.42175 0.423 -0.182 -0.107 -0.502
C -3.90586 0.06424 -0.71313 0.080 -0.178 -0.138 -0.035
N 1.03762 -4.35324 1.37412 0.246 -0.514 0.245 -0.149
C 1.98861 -2.46372 0.08755 0.205 -0.468 0.028 -0.169
H 2.94143 -1.98913 -0.15273 -0.064 0.097 -0.081 0.124
C -0.83243 1.69173 3.74425 -0.011 -0.047 -0.028 0.006
H -0.10110 -0.57767 -3.45828 0.042 0.020 0.007 0.078
H 1.55424 -3.20971 3.07233 0.001 -0.006 0.047 0.127
H 3.51930 3.13737 -1.81379 0.040 -0.095 0.042 0.089
H 2.45998 2.50119 1.92138 0.002 0.013 -0.109 0.095
Fe 0.31942 0.38026 -0.36739 -1.820 0.575 1.227 0.950
C 1.43379 2.07165 -3.33514 0.015 0.328 0.029 -0.054
H -0.74753 1.87069 4.79987 -0.019 0.028 0.040 0.108
H -1.80350 -3.07480 1.18839 -0.066 0.092 -0.080 0.125
C 1.61354 0.98733 3.19737 0.048 0.181 -0.199 -0.364
H 1.78544 2.80061 4.37118 0.012 0.018 -0.004 0.095
```
Positions in Å, forces in eV/Å.

---

E values, unit eV, following the record order: -58086.374 -47473.300 -72519.385.